Entry 1:
# C31H26F3NO10P4SScTe

C31H26F3NO10P4SScTe as an isolated structure (the ωB97M-V functional and the def2-TZVPD basis, OMol25).

The geometry in XYZ format:
```
78
Properties=species:S:1:pos:R:3
Sc -0.5777 2.1705 1.3280
O -1.2413 4.9041 1.8311
P 0.3756 5.0111 1.6996
O 1.0181 6.0856 2.4452
O 0.7688 3.5481 1.9326
O 0.5284 5.2630 0.0946
P -0.5001 4.5597 -0.9323
O 0.3688 4.4829 -2.2653
O -1.7350 5.3478 -1.0944
O -0.6394 3.1190 -0.4310
H -1.7167 5.5339 1.2674
H 0.0090 5.0890 -2.9224
Te 1.2624 -1.2453 -2.4104
C 1.6769 -3.2223 -1.7778
C 1.8218 -4.2344 -2.7234
C 2.1344 -5.5160 -2.3005
N 2.3026 -5.8622 -1.0248
C 2.1628 -4.8877 -0.1268
C 1.8640 -3.5717 -0.4462
C 0.4179 -0.3457 -0.7493
P -1.2785 0.0966 -0.5905
C -2.2672 -1.3896 -0.1595
C -1.7129 -2.6629 -0.1157
C -2.4878 -3.7619 0.2369
C -3.8268 -3.5935 0.5550
C -4.3896 -2.3226 0.5167
C -3.6143 -1.2313 0.1612
C -2.0365 0.4293 -2.2334
C -2.4275 1.7223 -2.5731
C -3.0215 1.9845 -3.8014
C -3.2324 0.9554 -4.7058
C -2.8599 -0.3408 -4.3728
C -2.2743 -0.6019 -3.1440
P 1.3115 0.4650 0.5135
C 1.8376 -0.6435 1.8791
C 0.9311 -1.6005 2.3342
C 1.2242 -2.3860 3.4384
C 2.4252 -2.2156 4.1132
C 3.3213 -1.2458 3.6870
C 3.0272 -0.4586 2.5825
C 2.8855 1.0949 -0.1415
C 3.0049 2.4475 -0.4456
C 4.1656 2.9354 -1.0304
C 5.2136 2.0736 -1.3158
C 5.1020 0.7210 -1.0193
C 3.9428 0.2334 -0.4375
H 1.6833 -4.0383 -3.7804
H 2.2442 -6.3136 -3.0289
H 2.3089 -5.1684 0.9117
H 1.7776 -2.8340 0.3391
H -0.6648 -2.7939 -0.3555
H -2.0397 -4.7480 0.2626
H -4.4314 -4.4467 0.8368
H -5.4328 -2.1826 0.7725
H -4.0585 -0.2416 0.1354
H -2.2734 2.5302 -1.8725
H -3.3225 2.9963 -4.0432
H -3.6945 1.1583 -5.6643
H -3.0312 -1.1523 -5.0695
H -2.0054 -1.6187 -2.8876
H -0.0141 -1.7278 1.8202
H 0.5079 -3.1251 3.7750
H 2.6562 -2.8270 4.9765
H 4.2528 -1.0973 4.2190
H 3.7283 0.3035 2.2668
H 2.1932 3.1246 -0.2152
H 4.2469 3.9908 -1.2567
H 6.1198 2.4545 -1.7706
H 5.9159 0.0443 -1.2478
H 3.8592 -0.8228 -0.2088
F -4.5750 0.5667 2.9228
C -3.7985 1.6434 3.0022
F -4.3634 2.5179 3.8277
F -3.7180 2.1972 1.7775
S -2.0993 1.2035 3.5478
O -1.3957 2.4895 3.4555
O -2.2214 0.5792 4.8180
O -1.6189 0.4047 2.4086
```

Summary:
Net charge: -1
HOMO (Ha): -0.194
Frontier orbital gap (eV): 7.39
Multiplicity: 1

Entry 2:
# C2H8O2

A 2-piece molecular cluster, C2H8O2 overall (the ωB97M-V functional and the def2-TZVPD basis, OMol25).

The geometry in XYZ format:
```
12
Properties=species:S:1:pos:R:3
C -1.9145 -1.0534 0.5960
O -1.6242 0.2744 0.2652
H -3.1162 -1.1430 0.7615
H -1.6587 -1.7355 -0.2894
H -1.3139 -1.4465 1.5207
H -0.8638 0.1913 -0.2603
C 1.9442 0.8973 -0.1380
O 1.1638 0.1163 -0.9760
H 1.5640 0.5675 0.8815
H 3.0154 0.8503 -0.2811
H 1.5870 1.9489 -0.3149
H 1.2169 0.5324 -1.7653
```

Summary:
HOMO (Ha): -0.369
Frontier orbital gap (eV): 10.82
Multiplicity: 1

Question: What is the frontier orbital gap in the second record?
Answer: 10.82 eV

Please write out number 2 again, unchanged.
# C2H8O2

A 2-piece molecular cluster, C2H8O2 overall (the ωB97M-V functional and the def2-TZVPD basis, OMol25).

The geometry in XYZ format:
```
12
Properties=species:S:1:pos:R:3
C -1.9145 -1.0534 0.5960
O -1.6242 0.2744 0.2652
H -3.1162 -1.1430 0.7615
H -1.6587 -1.7355 -0.2894
H -1.3139 -1.4465 1.5207
H -0.8638 0.1913 -0.2603
C 1.9442 0.8973 -0.1380
O 1.1638 0.1163 -0.9760
H 1.5640 0.5675 0.8815
H 3.0154 0.8503 -0.2811
H 1.5870 1.9489 -0.3149
H 1.2169 0.5324 -1.7653
```

Summary:
HOMO (Ha): -0.369
Frontier orbital gap (eV): 10.82
Multiplicity: 1

Question: frontier orbital gap of number 2 (C2H8O2)?
Answer: 10.82 eV

Question: HOMO of number 1 (C31H26F3NO10P4SScTe)?
Answer: -0.194 Ha